## w
A single C3H6N2 molecule. Source: OMol25; level of theory: ωB97M-V with the def2-TZVPD basis set.

Last column: Mulliken charge in e.
Positions of all 11 atoms, in Å:
C (-0.569, -1.529, -0.123)  -1.06
C (0.578, -0.561, 0.019)  0.23
N (0.153, 2.077, -0.250)  -0.47
C (0.397, 0.838, 0.280)  0.10
N (0.829, 0.247, 1.304)  -0.54
H (-0.330, -2.512, 0.295)  0.28
H (-1.474, -1.153, 0.364)  0.32
H (-0.787, -1.663, -1.191)  0.28
H (1.499, -0.872, -0.484)  0.34
H (0.496, 2.842, 0.310)  0.26
H (-0.804, 2.225, -0.541)  0.26

Output
HOMO-LUMO gap	0.3792	Eh
SMILES	C[C@@H]1N=C1N
HOMO	-9.41	eV
M	70.1	g mol⁻¹

***

## x
A single C3H6N2 molecule. Source: OMol25; level of theory: ωB97M-V with the def2-TZVPD basis set.

Last column: Mulliken charge in e.
Positions of all 11 atoms, in Å:
C (-0.861, 0.099, 0.360)  -0.38
C (0.476, -0.338, 1.017)  -0.35
C (0.840, 0.276, -1.049)  -0.05
H (-1.551, -0.732, 0.448)  0.24
H (-1.406, 1.040, 0.787)  0.22
H (0.445, -1.291, 1.494)  0.31
H (0.695, 0.307, 1.848)  0.22
H (1.417, 0.377, -2.008)  0.32
H (-1.092, 0.020, -1.915)  0.30
N (1.505, -0.141, -0.002)  -0.54
N (-0.467, 0.382, -0.979)  -0.28

Output
HOMO-LUMO gap	0.3396	Eh
SMILES	C1=NCCN1
HOMO	-8.39	eV
M	70.1	g mol⁻¹

***

## y
A single C3H6N2 molecule. Source: OMol25; level of theory: ωB97M-V with the def2-TZVPD basis set.

Last column: Mulliken charge in e.
Positions of all 11 atoms, in Å:
C (1.835, 0.063, 0.044)  -0.39
C (-1.184, -0.848, 0.170)  -0.29
C (-0.995, 0.686, -0.058)  -0.57
H (1.753, 1.114, -0.301)  0.27
H (2.778, -0.113, 0.387)  0.34
H (-0.750, -1.091, 1.230)  0.25
H (-2.067, -1.292, -0.448)  0.24
H (-1.546, 1.481, -0.791)  0.21
H (-0.524, 1.095, 0.862)  0.34
N (0.978, -0.851, -0.393)  -0.41
N (-0.279, -0.243, -0.701)  0.01

Output
HOMO-LUMO gap	0.3727	Eh
SMILES	C=NN1CC1
HOMO	-9.08	eV
M	70.1	g mol⁻¹

***

## z
A single C3H6N2 molecule. Source: OMol25; level of theory: ωB97M-V with the def2-TZVPD basis set.

Last column: Mulliken charge in e.
Positions of all 11 atoms, in Å:
C (1.258, 0.847, 0.870)  -0.27
N (0.034, 0.790, 0.518)  -0.25
N (-0.828, 0.193, -1.735)  -0.71
C (-0.620, -0.369, -0.604)  0.51
C (-0.867, -1.515, 0.048)  -0.89
H (-0.480, 1.659, 0.368)  0.29
H (-0.020, 0.642, -2.155)  0.21
H (1.770, 1.784, 1.065)  0.25
H (1.799, -0.084, 0.989)  0.29
H (-0.690, -1.621, 1.106)  0.26
H (-1.357, -2.325, -0.468)  0.30

Output
HOMO-LUMO gap (alpha / beta)	0.2728 / 0.2728	Eh
HOMO (alpha / beta)	-7.51 / -7.51	eV
M	70.1	g mol⁻¹

***

Which structure is the most stable? The one labeled x.

***

## w
2 unconnected molecules or ions with the total composition C4H4. Source: OMol25; level of theory: ωB97M-V with the def2-TZVPD basis set.

Last column: Mulliken charge in e.
Positions of all 8 atoms, in Å:
C (1.576, 0.465, 0.058)  -0.32
C (1.566, -0.638, -0.394)  -0.36
C (-1.889, -0.242, 0.557)  -0.28
C (-1.214, 0.384, -0.217)  -0.61
H (1.217, 1.458, 0.443)  0.32
H (1.634, -1.655, -0.762)  0.38
H (-2.479, -0.776, 1.246)  0.42
H (-0.739, 1.154, -0.767)  0.45

Output
HOMO-LUMO gap	0.4092	Eh
SMILES	C#C.C#C
HOMO	-9.91	eV
M	52.1	g mol⁻¹

***

## x
A single C4H4 molecule. Source: OMol25; level of theory: ωB97M-V with the def2-TZVPD basis set.

Last column: Mulliken charge in e.
Positions of all 8 atoms, in Å:
C (-0.588, 0.080, 0.213)  0.07
C (0.622, -0.050, 0.305)  0.52
C (-1.885, 0.047, -0.008)  -0.93
C (1.890, 0.022, -0.043)  -0.71
H (-2.636, 0.746, -0.219)  0.32
H (-2.116, -0.970, -0.246)  0.21
H (2.354, 1.068, 0.049)  0.24
H (2.359, -0.943, -0.052)  0.27

Output
HOMO-LUMO gap	0.3383	Eh
SMILES	C=C=C=C
HOMO	-9.00	eV
M	52.1	g mol⁻¹

***

Which structure is the most stable? The one labeled x.

***

## w
A single S2 molecule. Source: OMol25; level of theory: ωB97M-V with the def2-TZVPD basis set.

Last column: Mulliken charge in e.
Positions of all 2 atoms, in Å:
S (0.572, -1.129, -0.248)  0.00
S (-0.572, 1.129, 0.248)  0.00

Output
HOMO-LUMO gap	0.2023	Eh
HOMO	-9.72	eV
M	64.1	g mol⁻¹

***

## x
2 unconnected molecules or ions with the total composition S2. Source: OMol25; level of theory: ωB97M-V with the def2-TZVPD basis set.

Last column: Mulliken charge in e.
Positions of all 2 atoms, in Å:
S (0.000, 0.000, 1.635)  0.00
S (0.000, 0.000, -1.635)  0.00

Output
HOMO-LUMO gap	0.1679	Eh
HOMO	-9.65	eV
M	64.1	g mol⁻¹

***

## y
A single S2 molecule. Source: OMol25; level of theory: ωB97M-V with the def2-TZVPD basis set.

Last column: Mulliken charge in e.
Positions of all 2 atoms, in Å:
S (1.089, 0.138, 0.644)  0.00
S (-1.089, -0.138, -0.644)  0.00

Output
HOMO-LUMO gap	0.2029	Eh
HOMO	-9.68	eV
M	64.1	g mol⁻¹

***

## z
A single S2 molecule. Source: OMol25; level of theory: ωB97M-V with the def2-TZVPD basis set.

Last column: Mulliken charge in e.
Positions of all 2 atoms, in Å:
S (0.000, 0.000, 1.300)  0.00
S (0.000, 0.000, -1.300)  0.00

Output
HOMO-LUMO gap	0.2020	Eh
HOMO	-9.75	eV
M	64.1	g mol⁻¹

***

Which structure is the most stable? The one labeled y.

***

## w
A single C6H11NS molecule. Source: OMol25; level of theory: ωB97M-V with the def2-TZVPD basis set.

Last column: Mulliken charge in e.
Positions of all 19 atoms, in Å:
C (-0.166, 3.170, -0.524)  -1.23
C (0.015, 1.808, 0.115)  1.06
C (1.331, 1.464, 0.769)  -1.30
C (-1.032, 0.929, 0.089)  -0.63
C (-0.284, -1.436, 0.126)  0.52
C (-0.564, -2.730, 0.916)  -1.03
H (0.076, 3.970, 0.191)  0.30
H (-1.200, 3.263, -0.846)  0.33
H (0.494, 3.383, -1.389)  0.29
H (1.757, 2.310, 1.292)  0.42
H (2.083, 1.174, 0.030)  0.29
H (1.254, 0.623, 1.490)  0.28
H (-1.989, 1.211, -0.431)  0.20
H (-1.652, -0.664, 1.331)  0.18
H (-0.800, -3.534, 0.235)  0.30
H (0.371, -3.019, 1.390)  0.25
H (-1.431, -2.593, 1.625)  0.29
N (-1.018, -0.396, 0.601)  -0.20
S (0.773, -1.412, -1.129)  -0.32

Output
HOMO-LUMO gap	0.3269	Eh
SMILES	CC(=S)NC=C(C)C
HOMO	-8.11	eV
M	129.2	g mol⁻¹

***

## x
A single C6H11NS molecule. Source: OMol25; level of theory: ωB97M-V with the def2-TZVPD basis set.

Last column: Mulliken charge in e.
Positions of all 19 atoms, in Å:
C (-1.747, -1.724, -0.366)  -1.83
C (-0.717, -0.515, -0.007)  1.02
C (-0.987, 0.186, 1.387)  -1.04
C (-1.696, 0.713, 0.043)  -0.32
C (0.698, -0.721, -0.392)  -0.19
C (1.608, 0.198, -1.096)  -0.65
H (-1.824, -1.720, -1.409)  0.49
H (-1.612, -2.817, -0.016)  0.31
H (-2.746, -1.611, -0.166)  0.49
H (-0.097, 0.776, 1.521)  0.39
H (-1.386, -0.359, 2.364)  0.21
H (-2.774, 0.593, 0.154)  0.32
H (-1.404, 2.763, 0.021)  0.24
H (-1.281, 1.774, -1.480)  0.27
H (0.747, -1.757, -0.817)  0.50
H (1.218, 1.343, -1.254)  0.26
H (2.106, -0.313, -2.013)  0.27
N (-1.019, 1.900, -0.484)  -0.52
S (2.077, -0.050, 0.567)  -0.22

Output
HOMO-LUMO gap	0.3468	Eh
SMILES	C[C@]1([C@H]2CS2)C[C@H]1N
HOMO	-8.55	eV
M	129.2	g mol⁻¹

***

## y
A single C6H11NS molecule. Source: OMol25; level of theory: ωB97M-V with the def2-TZVPD basis set.

Last column: Mulliken charge in e.
Positions of all 19 atoms, in Å:
C (1.164, -0.067, -0.320)  0.08
C (0.760, -1.708, -0.074)  -1.02
C (-0.451, -1.009, 0.748)  0.19
C (-2.201, 0.676, -0.571)  -0.56
C (-1.166, 1.380, 0.261)  -0.59
C (-0.004, 0.494, 0.668)  -0.57
H (3.115, -0.554, -0.928)  0.29
H (2.717, 1.024, -0.461)  0.25
H (0.770, -0.044, -1.353)  0.28
H (0.583, -2.428, -0.915)  0.32
H (1.479, -2.172, 0.716)  0.29
H (-0.390, -1.110, 1.978)  0.29
H (-1.908, 0.840, -1.745)  0.27
H (-3.192, 1.109, -0.288)  0.37
H (-0.766, 2.290, -0.257)  0.27
H (-1.670, 1.732, 1.300)  0.26
H (0.671, 0.643, 1.540)  0.50
N (2.583, 0.132, -0.180)  -0.72
S (-2.094, -1.226, -0.120)  -0.19

Output
HOMO-LUMO gap	0.3338	Eh
SMILES	N[C@H]1C[C@@H]2SCC[C@@H]21
HOMO	-8.23	eV
M	129.2	g mol⁻¹

***

Which structure is the most stable? The one labeled w.

***

## w
A single C4H8 molecule. Source: OMol25; level of theory: ωB97M-V with the def2-TZVPD basis set.

Last column: Mulliken charge in e.
Positions of all 12 atoms, in Å:
C (0.227, 0.452, 1.608)  -0.88
C (0.766, -0.471, 0.344)  -0.40
C (0.108, -0.242, -0.982)  -0.11
C (-1.135, 0.141, -1.275)  -0.73
H (-0.828, 0.643, 1.305)  0.31
H (0.901, 1.362, 1.631)  0.23
H (0.275, -0.043, 2.568)  0.28
H (1.860, -0.240, 0.367)  0.29
H (0.649, -1.565, 0.500)  0.27
H (0.754, -0.491, -1.907)  0.27
H (-2.162, -0.236, -0.966)  0.29
H (-1.240, 1.293, -1.666)  0.18

Output
HOMO-LUMO gap	0.2983	Eh
SMILES	C=CCC
HOMO	-7.71	eV
M	56.1	g mol⁻¹

***

## x
2 unconnected molecules or ions with the total composition C4H8. Source: OMol25; level of theory: ωB97M-V with the def2-TZVPD basis set.

Last column: Mulliken charge in e.
Positions of all 12 atoms, in Å:
C (-1.420, 2.060, -0.109)  -0.51
C (-1.632, 1.634, 1.229)  -0.17
C (1.660, -2.184, -0.866)  -0.87
C (-0.834, 0.660, 0.931)  -0.44
H (-1.688, 1.476, -0.976)  0.28
H (-1.894, 2.174, 2.128)  0.30
H (0.841, -2.743, -1.337)  0.23
H (1.385, -1.750, 0.094)  0.13
H (1.875, -1.381, -1.577)  0.23
H (-0.190, 0.083, 1.574)  0.32
H (2.529, -2.838, -0.822)  0.28
H (-0.632, 2.807, -0.270)  0.22

Output
HOMO-LUMO gap	0.3684	Eh
SMILES	C1=CC1.C
HOMO	-8.95	eV
M	56.1	g mol⁻¹

***

## y
A single C4H8 molecule. Source: OMol25; level of theory: ωB97M-V with the def2-TZVPD basis set.

Last column: Mulliken charge in e.
Positions of all 12 atoms, in Å:
C (1.409, 0.115, -0.119)  -1.12
C (-0.083, -0.145, 0.084)  0.77
C (-0.594, -1.416, 0.055)  -0.88
C (-0.851, 1.244, 0.109)  -1.14
H (1.612, 0.753, -0.945)  0.32
H (1.872, -0.876, -0.501)  0.29
H (1.890, 0.542, 0.743)  0.29
H (-1.651, -1.676, 0.018)  0.28
H (0.113, -2.186, -0.111)  0.26
H (-1.945, 1.169, 0.392)  0.31
H (-0.869, 1.553, -0.987)  0.26
H (-0.310, 1.935, 0.618)  0.35

Output
HOMO-LUMO gap	0.3794	Eh
SMILES	C=C(C)C
HOMO	-9.23	eV
M	56.1	g mol⁻¹

***

Which structure is the most stable? The one labeled y.

***

## w
A molecular structure, C4H8. Source: OMol25; level of theory: ωB97M-V with the def2-TZVPD basis set.

Last column: Mulliken charge in e.
Positions of all 12 atoms, in Å:
C (-0.281, 0.714, 0.885)  -0.49
C (0.748, -0.387, 0.723)  -0.67
C (0.277, -0.707, -0.681)  -0.43
C (-0.999, 0.061, -0.332)  -0.53
H (0.082, 1.727, 0.644)  0.21
H (-0.849, 0.773, 1.822)  0.30
H (1.381, 0.057, -0.372)  0.17
H (1.615, -0.677, 1.302)  0.44
H (0.812, 0.053, -1.744)  0.10
H (0.370, -1.693, -1.122)  0.37
H (-1.383, 0.719, -1.115)  0.31
H (-1.774, -0.641, -0.010)  0.22

Output
HOMO-LUMO gap	0.3179	Eh
HOMO	-7.54	eV
M	56.1	g mol⁻¹

***

## x
2 unconnected molecules or ions with the total composition C4H8. Source: OMol25; level of theory: ωB97M-V with the def2-TZVPD basis set.

Last column: Mulliken charge in e.
Positions of all 12 atoms, in Å:
C (0.394, 0.780, 1.879)  -0.91
C (0.181, 0.689, 0.395)  -0.10
C (-0.022, -0.391, -0.371)  0.14
C (-0.210, -0.529, -1.816)  -1.02
H (-0.288, 1.549, 2.294)  0.27
H (1.515, 1.000, 1.919)  0.24
H (0.131, -0.185, 2.309)  0.30
H (0.441, 1.613, -0.174)  0.26
H (0.086, -1.458, 0.055)  0.17
H (-0.268, 0.267, -2.550)  0.31
H (-1.705, -1.633, -1.872)  0.12
H (-0.256, -1.702, -2.067)  0.24

Output
HOMO-LUMO gap	0.2892	Eh
HOMO	-7.97	eV
M	56.1	g mol⁻¹

***

## y
A single C4H8 molecule. Source: OMol25; level of theory: ωB97M-V with the def2-TZVPD basis set.

Last column: Mulliken charge in e.
Positions of all 12 atoms, in Å:
C (-0.569, 1.005, -0.772)  -1.23
C (0.143, -0.152, -0.094)  0.90
C (-0.186, -0.379, 1.365)  -1.18
C (0.991, -0.872, -0.794)  -0.91
H (-1.258, 0.674, -1.559)  0.29
H (-1.140, 1.598, -0.035)  0.34
H (0.149, 1.739, -1.178)  0.32
H (-0.980, 0.295, 1.737)  0.32
H (-0.561, -1.385, 1.534)  0.30
H (0.665, -0.252, 2.000)  0.30
H (1.164, -0.604, -1.853)  0.26
H (1.584, -1.668, -0.349)  0.30

Output
HOMO-LUMO gap	0.3834	Eh
SMILES	C=C(C)C
HOMO	-9.27	eV
M	56.1	g mol⁻¹

***

Which structure is the most stable? The one labeled y.